Molecular formula: C6H10O
Method: DFT, wB97M-V/def2-TZVPD

Each atom is followed by the atoms it is bonded to, with distances in Å.
Positions of all 17 atoms, in Å:
1 C -1.3085 0.0527 -2.0036  O2 1.410, H8 1.093, H9 1.100, H10 1.101
2 O -1.3573 -0.0922 -0.6015  C1 1.410, C3 1.391
3 C -0.5416 0.8186 0.0619  O2 1.391, C4 1.479, C7 1.517, H11 1.096
4 C 0.0428 0.4642 1.3737  C3 1.479, C5 1.519, C7 1.504, H12 1.072
5 C 0.2954 -1.0274 1.5107  C4 1.519, C6 1.541, H13 1.098, H14 1.094
6 C 1.3593 -0.9596 0.3974  C5 1.541, C7 1.695, H15 1.088, H16 1.076
7 C 0.9623 0.6770 0.2022  C3 1.517, C4 1.504, C6 1.695, H17 1.091
8 H -1.9660 -0.7105 -2.4272  C1 1.093
9 H -0.2883 -0.0975 -2.3863  C1 1.100
10 H -1.6585 1.0463 -2.3227  C1 1.101
11 H -0.9037 1.8520 0.0118  C3 1.096
12 H 0.0480 1.1451 2.2013  C4 1.072
13 H 0.7253 -1.2640 2.4931  C5 1.098
14 H -0.5904 -1.6551 1.3755  C5 1.094
15 H 2.3667 -1.0341 0.8020  C6 1.088
16 H 1.1793 -0.7120 -0.6346  C6 1.076
17 H 1.6352 1.4965 -0.0539  C7 1.091

Orbital gap, Eh: 0.35691
SMILES: CO[C@@H]1[C@@H]2CC[C@@H]21
Relative energy (zero: lowest compared OMol25 entry of this formula, charge and spin), kcal/mol: 91.6
Molar mass, Da: 98.14
E_HOMO, eV: -8.610
DFT total energy, a.u.: -309.6964

---

Molecular formula: C6H10O
Method: DFT, wB97M-V/def2-TZVPD

Each atom is followed by the atoms it is bonded to, with distances in Å.
Positions of all 17 atoms, in Å:
1 C 0.1964 -1.8258 -1.6251  C2 1.489, H8 1.095, H9 1.098, H10 1.093
2 C -0.1053 -0.7581 -0.6319  C1 1.489, C3 1.360, C6 1.511
3 C -1.2833 -0.4978 -0.0042  C2 1.360, C4 1.440, H11 1.089
4 C -1.2759 0.7679 0.6819  C3 1.440, C5 1.503
5 C 0.1819 1.1195 0.7887  C4 1.503, C6 1.543, H14 1.096, H15 1.102
6 C 0.9483 0.2471 -0.2278  C2 1.511, C5 1.543, O7 1.414, H16 1.097
7 O 2.1517 -0.3648 0.1932  C6 1.414, H17 0.967
8 H 1.1972 -2.2307 -1.4441  C1 1.095
9 H 0.2019 -1.3967 -2.6356  C1 1.098
10 H -0.5443 -2.6295 -1.6006  C1 1.093
11 H -2.1778 -1.1063 -0.1276  C3 1.089
12 H -1.9387 3.1228 2.6532  H13 0.750
13 H -1.9710 2.5741 2.1427  H12 0.750
14 H 0.3612 2.1951 0.6791  C5 1.096
15 H 0.4837 0.8761 1.8198  C5 1.102
16 H 1.2304 0.8605 -1.0919  C6 1.097
17 H 1.9581 -0.8606 1.0003  O7 0.967

Orbital gap, Eh: 0.28394
Relative energy (zero: lowest compared OMol25 entry of this formula, charge and spin), kcal/mol: 93.6
Molar mass, Da: 98.14
E_HOMO, eV: -8.163
DFT total energy, a.u.: -309.6932